C45H58FN2O4PSiTi as an isolated structure. Source: the Open Molecules 2025 dataset; level of theory: ωB97M-V with the def2-TZVPD basis set.

```
113
Properties=species:S:1:pos:R:3:forces:R:3:lowdin_charge:R:1
Ti -0.798251 0.450254 0.696702 0.554 -0.392 -0.349 0.98
C 3.116781 4.814023 5.810949 0.006 0.023 0.026 -0.14
O 3.015978 3.689510 4.986893 -0.013 -0.025 -0.024 -0.11
C 1.788364 3.492064 4.370197 0.095 -0.049 0.006 -0.30
C 0.693608 4.314948 4.546569 -0.079 0.007 -0.032 -0.08
C -0.488388 3.998922 3.867583 0.014 0.076 0.060 -0.06
C -0.620880 2.887071 3.011610 -0.089 0.068 0.021 -0.12
C -1.863124 2.613516 2.384032 0.104 -0.086 0.032 -0.36
C -3.043162 3.518199 2.563101 -0.071 0.046 0.027 -0.05
O -2.078021 1.557992 1.612602 -0.089 0.048 0.269 -0.23
C 0.556336 2.052763 2.835912 -0.112 0.023 0.033 -0.34
O 0.540548 1.005950 2.057409 0.117 -0.012 0.206 -0.20
C 1.716769 2.378392 3.530177 0.014 0.049 -0.019 0.04
H 4.135124 4.825000 6.199286 -0.002 0.020 0.013 0.08
H 2.411152 4.767793 6.650054 0.023 0.014 -0.004 0.08
H 2.931231 5.741576 5.255311 0.014 0.000 0.023 0.09
H 0.720174 5.186009 5.187281 0.005 -0.019 -0.008 0.08
H -1.343105 4.644951 4.019659 -0.017 0.008 0.001 0.08
H -2.824341 4.550040 2.264274 0.030 0.018 -0.025 0.07
H -3.386886 3.561900 3.605020 0.006 -0.021 0.028 0.07
H -3.862078 3.149077 1.946253 0.015 -0.022 -0.012 0.07
H 2.587315 1.748653 3.397966 0.017 -0.007 0.006 0.11
C -1.533861 -1.238975 3.980176 -0.007 0.012 0.047 -0.16
Si -2.868704 -2.017713 2.897423 0.002 0.042 -0.117 0.36
C -3.612445 -3.432590 3.938158 0.019 0.082 0.013 -0.20
C -4.267165 -0.763652 2.723079 0.038 -0.036 -0.001 -0.18
N -2.349348 -2.457730 1.349609 -0.330 0.318 -0.130 -0.04
C -2.032276 -3.662951 0.893664 0.250 -0.318 0.030 -0.33
C -1.556803 -4.747802 1.700679 0.008 0.108 0.082 -0.06
C -1.278338 -6.007011 1.215447 0.055 -0.114 -0.051 -0.14
C -1.434354 -6.313576 -0.135615 -0.039 0.028 0.046 -0.15
C -1.871830 -5.291162 -0.971142 0.031 -0.068 -0.007 -0.07
C -2.121873 -4.027350 -0.484357 -0.121 0.209 -0.015 -0.21
O -2.612399 -3.055352 -1.374806 -0.056 -0.059 -0.041 0.00
C -1.877002 -2.730647 -2.466394 0.079 0.125 -0.008 -0.29
C -2.531167 -2.022090 -3.476746 0.064 -0.041 0.079 -0.02
C -1.831046 -1.593016 -4.593977 -0.045 -0.001 0.028 -0.10
C -0.478779 -1.876327 -4.734652 -0.049 -0.016 0.030 -0.11
C 0.161117 -2.582251 -3.725709 0.033 -0.055 0.028 -0.10
C -0.516391 -3.000579 -2.589821 0.001 -0.006 -0.093 -0.01
H -1.983007 -0.598685 4.745134 -0.006 -0.016 0.061 0.03
H -0.820406 -0.618686 3.431612 -0.048 -0.004 -0.045 0.00
H -0.957644 -2.018860 4.486652 0.033 -0.012 0.010 0.02
H -4.250497 -2.995018 4.711223 -0.033 -0.022 0.054 0.01
H -2.854697 -4.040798 4.434906 0.030 -0.005 0.018 0.00
H -4.223616 -4.101848 3.330069 -0.044 -0.011 -0.062 0.02
H -4.757333 -0.587230 3.684701 -0.021 0.041 0.040 0.01
H -5.014044 -1.142234 2.021293 -0.064 -0.039 -0.011 0.01
H -3.899764 0.191178 2.342786 0.045 0.007 -0.019 0.00
H -1.396130 -4.543899 2.753418 -0.007 0.011 -0.028 0.08
H -0.918792 -6.764586 1.906327 -0.004 -0.006 -0.026 0.08
H -1.224848 -7.300405 -0.527323 0.008 -0.014 0.007 0.07
H -2.011723 -5.469451 -2.032149 0.003 0.011 -0.020 0.11
H -3.580025 -1.792177 -3.344775 -0.045 0.021 -0.012 0.11
H -2.348748 -1.022438 -5.355295 -0.012 0.008 -0.010 0.09
H 0.069080 -1.535024 -5.604156 0.005 -0.006 0.008 0.09
H 1.219711 -2.801644 -3.811775 -0.048 -0.024 -0.010 0.09
H -0.004716 -3.517767 -1.791545 0.023 0.012 0.029 0.12
N -2.417510 -0.051486 -0.718550 0.207 -0.212 -0.247 0.04
C -3.295320 0.968274 -1.136973 -0.110 0.075 0.100 -0.23
C -4.662072 0.710585 -1.073347 0.006 0.141 -0.019 -0.03
C -5.595355 1.690944 -1.376832 -0.029 -0.088 0.030 -0.11
C -5.160069 2.951590 -1.752752 0.051 -0.096 0.021 -0.12
C -3.797868 3.203161 -1.821250 0.046 -0.035 0.027 -0.05
C -2.827730 2.239257 -1.531456 0.290 0.053 -0.013 -0.10
C -1.365189 2.617101 -1.594249 -0.552 -0.197 -0.035 -0.18
C -0.999066 3.658005 -2.461035 0.174 -0.011 0.034 -0.08
C 0.289658 4.163945 -2.454310 0.029 -0.040 0.055 -0.12
C 1.235169 3.608922 -1.595411 -0.008 -0.057 -0.190 -0.12
C 0.887077 2.519873 -0.812860 -0.120 0.051 0.126 -0.13
C -0.415530 1.991355 -0.767857 0.204 0.205 -0.050 -0.12
H -2.846170 -0.919893 -0.391410 -0.083 0.011 -0.009 0.07
H -1.693876 -0.273381 -1.399199 -0.083 -0.020 -0.155 0.09
H -4.972641 -0.277426 -0.754112 -0.059 0.001 -0.003 0.11
H -6.653626 1.468885 -1.301983 0.005 0.002 -0.001 0.09
H -5.866942 3.743548 -1.969118 -0.017 -0.008 0.002 0.09
H -3.473807 4.206260 -2.063833 0.039 0.004 -0.004 0.10
H -1.715748 4.086684 -3.150377 -0.078 -0.019 -0.016 0.09
H 0.551123 4.985305 -3.113784 0.018 -0.011 0.011 0.08
H 2.244866 4.007224 -1.566423 0.013 0.006 -0.005 0.09
H 1.641431 2.063843 -0.177814 -0.017 0.068 -0.001 0.07
F 0.188211 -0.965313 -0.089900 -0.276 0.149 0.075 -0.45
C 4.935282 1.630973 -1.346285 0.021 0.036 -0.004 -0.13
C 4.758385 0.163171 -0.951365 0.053 -0.097 -0.003 -0.57
C 4.849306 0.053388 0.573529 -0.002 -0.010 0.011 -0.13
P 3.065494 -0.380253 -1.509833 -0.019 0.208 0.101 1.12
C 3.007001 -2.223560 -1.273767 -0.041 -0.059 0.001 -0.56
C 2.814980 -2.617545 0.192741 0.065 -0.001 0.020 -0.12
C 4.099937 -3.065226 -1.926598 0.008 0.000 -0.016 -0.12
C 3.174145 -0.297958 -3.379062 -0.008 -0.157 -0.059 -0.55
C 4.535709 -0.465663 -4.063578 0.055 0.039 -0.002 -0.13
C 2.464299 0.954106 -3.893533 -0.020 0.055 0.013 -0.13
H 5.832510 2.044112 -0.876059 0.033 0.003 -0.017 0.07
H 4.081818 2.219086 -1.001504 -0.027 0.018 0.025 0.06
H 5.021611 1.776339 -2.422893 -0.015 -0.030 -0.008 0.05
H 5.559933 -0.435459 -1.400899 0.000 0.040 -0.013 0.09
H 3.976968 0.510188 1.047396 -0.016 0.019 0.000 0.08
H 5.740970 0.573715 0.935878 0.019 0.004 0.010 0.07
H 4.900986 -0.978389 0.915814 0.016 0.013 -0.025 0.05
H 2.053436 -2.441451 -1.768444 0.055 0.009 0.039 0.06
H 3.769095 -2.638944 0.724982 -0.028 -0.012 0.000 0.05
H 2.387010 -3.621279 0.253770 -0.013 -0.029 -0.011 0.08
H 2.131938 -1.938438 0.698496 -0.043 0.033 0.016 0.06
H 4.108347 -2.968297 -3.013167 -0.016 -0.004 -0.011 0.05
H 3.954376 -4.123173 -1.689816 -0.024 -0.033 0.007 0.07
H 5.091644 -2.786171 -1.558954 0.016 0.015 0.025 0.07
H 2.549476 -1.149283 -3.669945 0.027 0.022 0.014 0.06
H 5.049092 0.494557 -4.150318 0.014 0.009 0.041 0.06
H 4.409570 -0.845889 -5.082135 -0.023 0.018 -0.026 0.07
H 5.204329 -1.147927 -3.539530 -0.024 -0.008 -0.001 0.05
H 3.011250 1.858876 -3.617801 -0.001 0.012 -0.004 0.06
H 1.462954 1.051243 -3.472625 -0.004 -0.028 0.013 0.07
H 2.383906 0.929670 -4.984647 0.001 0.009 -0.053 0.07
```
Forces are in eV/Å.

HOMO level (alpha / beta): 0.0077 / -0.0591 hartree
Kohn-Sham gap (alpha / beta): 4.00 / 5.81 eV
ΔE to the lowest compared entry with this formula, charge and spin: 0.0 kcal/mol
E_LUMO (alpha / beta): 4.2 / 4.2 eV
Energy: -101781.2295 eV
Net charge: -2
Spin multiplicity: 3

C45H59As2N3O12PReS as an isolated structure. Source: the Open Molecules 2025 dataset; level of theory: ωB97M-V with the def2-TZVPD basis set.

```
124
Properties=species:S:1:pos:R:3:forces:R:3:lowdin_charge:R:1
Re -1.042231 0.156430 0.824212 0.118 -0.426 -0.035 1.43
C -1.980643 0.167734 3.191632 0.186 0.331 -0.404 -0.23
C -2.592503 -1.033790 2.818968 -0.133 -0.055 -0.182 -0.21
C -3.376455 -0.785650 1.648961 0.259 -0.022 -0.009 -0.20
C -3.248298 0.580891 1.271364 -0.198 0.293 0.230 -0.34
C -2.373316 1.210525 2.243838 -0.393 0.027 0.209 -0.37
C -2.541805 2.625230 2.728075 -0.001 -0.025 -0.006 0.00
C -4.300246 1.317270 0.485382 0.035 0.028 0.004 0.00
C -4.252538 -1.786586 0.999856 -0.009 -0.008 0.016 0.03
C -2.551102 -2.340180 3.528051 0.023 -0.001 0.017 0.01
C -1.252876 0.479604 4.450617 -0.055 -0.011 0.072 0.01
H -1.616065 3.089969 3.048324 0.069 0.007 0.039 0.07
H -3.209259 2.594071 3.593034 -0.028 -0.021 -0.003 0.12
H -3.024804 3.262017 1.995398 0.037 0.045 -0.049 0.08
H -4.563748 0.850203 -0.457296 0.004 -0.056 -0.023 0.07
H -4.018246 2.342855 0.279675 0.012 0.024 -0.032 0.06
H -5.211261 1.350751 1.087553 0.007 0.010 0.027 0.12
H -5.061309 -2.030883 1.696582 -0.026 0.006 -0.015 0.13
H -3.728910 -2.719060 0.791126 0.029 -0.041 -0.001 0.08
H -4.703860 -1.416009 0.082760 -0.005 0.001 -0.003 0.09
H -2.270014 -3.141606 2.846851 0.011 -0.034 -0.019 0.07
H -3.541117 -2.582748 3.920613 -0.017 0.011 0.005 0.12
H -1.862859 -2.333380 4.370343 0.009 -0.003 0.008 0.09
H -0.406866 1.144695 4.284076 0.035 0.013 -0.010 0.08
H -0.923509 -0.407385 4.984153 0.000 0.003 -0.002 0.09
H -1.945831 1.015834 5.107101 0.000 0.000 -0.007 0.12
C 5.390408 3.331774 3.731801 -0.022 0.015 0.005 -0.09
C 5.565837 1.845989 4.009399 0.010 -0.052 0.034 -0.27
S 4.282499 0.890060 3.233298 -0.012 -0.012 -0.007 0.68
O 3.142582 0.762607 4.122383 -0.063 0.053 -0.010 -0.32
O 4.023930 1.403378 1.903740 0.020 -0.061 -0.040 -0.31
C 4.990662 -0.740199 3.074137 -0.009 -0.032 0.041 -0.19
C 3.981645 -1.798952 2.608836 0.020 -0.064 0.002 -0.08
N 2.946590 -1.308315 1.674053 -0.068 0.045 -0.033 0.07
C 1.671179 -1.050778 2.001487 0.005 -0.059 0.037 -0.30
N 1.023625 -0.486901 0.963902 0.141 0.093 0.022 -0.04
C 1.929105 -0.410577 -0.077408 0.036 -0.088 -0.019 -0.04
C 3.098270 -0.923500 0.359517 -0.054 0.115 -0.011 -0.12
N 4.331473 -1.002045 -0.379404 -0.013 0.181 0.029 -0.30
O 4.273227 -0.650711 -1.531733 -0.040 0.009 -0.144 0.13
O 5.318427 -1.387537 0.206125 0.074 -0.134 0.071 0.13
C 1.060971 -1.417044 3.298419 0.002 -0.046 0.015 0.02
H 6.154786 3.877739 4.281302 0.003 0.007 -0.009 0.10
H 4.417100 3.689232 4.064087 -0.019 0.007 0.018 0.07
H 5.501520 3.547715 2.671811 -0.005 -0.001 -0.002 0.08
H 5.506643 1.608672 5.071852 -0.002 -0.029 0.005 0.12
H 6.513362 1.471680 3.618710 0.007 0.010 -0.048 0.12
H 5.345129 -1.014037 4.068853 0.040 -0.036 -0.010 0.13
H 5.839764 -0.672104 2.399357 -0.016 0.057 -0.055 0.10
H 3.456650 -2.217737 3.461160 -0.028 0.075 -0.005 0.12
H 4.521839 -2.600521 2.112069 -0.005 0.009 0.059 0.14
H 1.700624 -0.016469 -1.053087 0.027 0.011 -0.018 0.08
H 1.431243 -2.381545 3.643470 0.000 -0.007 -0.003 0.11
H -0.014433 -1.504657 3.172117 0.028 0.028 0.004 0.05
H 1.303425 -0.673117 4.056728 -0.002 0.006 0.016 0.09
C -1.713554 3.326693 -0.634265 0.063 -0.004 -0.079 -0.20
P -0.323315 2.413440 0.093167 0.101 -0.018 0.078 0.94
C 0.299385 3.376763 1.480315 -0.107 0.129 -0.061 -0.39
C 0.096920 4.758015 1.487170 -0.044 -0.012 0.012 -0.06
C 0.534336 5.514913 2.561672 0.007 -0.002 0.003 -0.03
C 1.177060 4.899652 3.628444 0.008 -0.010 -0.001 -0.03
C 1.411954 3.531491 3.607210 0.014 0.030 -0.022 -0.06
C 0.980156 2.771350 2.530582 0.008 -0.096 0.054 -0.13
C 0.956937 2.562805 -1.170654 0.025 -0.008 -0.021 -0.37
C 0.602212 2.747734 -2.508956 -0.015 0.004 0.009 -0.10
C 1.559542 3.137891 -3.430591 0.020 -0.002 -0.001 -0.05
C 2.873613 3.326756 -3.023114 -0.003 -0.011 -0.006 -0.04
C 3.240934 3.094801 -1.704196 -0.021 0.004 -0.003 -0.03
C 2.285792 2.722895 -0.771615 -0.007 -0.022 0.000 -0.08
H -1.311177 4.180167 -1.179820 -0.017 -0.004 0.017 0.08
H -2.384975 3.684812 0.136200 -0.041 0.014 0.052 0.04
H -2.261513 2.698312 -1.335097 -0.016 -0.010 0.009 0.04
H -0.405730 5.252484 0.666270 -0.008 0.012 0.000 0.11
H 0.369616 6.583543 2.569567 -0.004 0.008 -0.007 0.12
H 1.503032 5.491823 4.472786 0.007 0.008 0.011 0.12
H 1.933972 3.049075 4.421794 0.009 -0.029 0.023 0.10
H 1.198358 1.709947 2.515970 -0.004 -0.030 0.014 0.07
H -0.425037 2.636050 -2.839840 0.014 -0.002 -0.004 0.11
H 1.278942 3.299626 -4.462557 -0.011 0.000 -0.005 0.13
H 3.616189 3.651514 -3.739834 0.007 0.008 -0.007 0.13
H 4.267340 3.232470 -1.392500 0.013 0.003 0.006 0.12
H 2.575715 2.589668 0.264054 0.021 0.008 0.000 0.09
C -0.393745 -4.654206 1.265570 -0.006 0.015 -0.013 0.04
O -0.657234 -4.145948 -0.060296 0.022 0.008 -0.027 0.03
C -1.097346 -2.936712 -0.232612 -0.079 -0.020 0.073 -0.50
O -1.187142 -2.114550 0.701209 0.261 -0.264 -0.026 -0.12
C -1.410358 -2.588168 -1.617450 0.063 0.058 -0.019 -0.29
C -1.972003 -3.449688 -2.477795 0.088 0.116 -0.040 -0.27
As -1.798091 -3.416447 -4.417429 -0.117 0.010 -0.004 1.41
C -3.649790 -3.224854 -5.019001 0.003 0.003 -0.013 -0.24
C -1.046093 -1.631218 -4.722635 -0.083 -0.044 0.098 -0.28
C -0.431073 -0.806279 -3.870686 0.087 -0.001 0.062 -0.26
As -1.051273 -0.724114 -2.021879 -0.348 -0.025 0.076 1.29
C -2.862054 -0.188717 -2.487870 0.003 0.009 -0.074 -0.23
C 0.713950 0.019148 -4.372333 -0.026 -0.053 -0.052 -0.54
O 0.716370 0.586053 -5.426740 -0.042 0.054 -0.026 0.15
O 1.761947 -0.092087 -3.548183 0.033 0.027 0.032 -0.07
C 3.039796 0.262240 -4.147679 0.051 0.013 -0.009 0.00
C -0.856414 -1.531677 -6.220123 0.172 -0.160 -0.071 -0.61
O -0.214731 -2.351644 -6.820258 0.047 0.133 0.004 0.13
O -1.593529 -0.565633 -6.726346 -0.091 0.033 0.017 -0.02
C -1.514841 -0.415219 -8.167116 0.009 0.019 -0.027 0.02
C -2.566031 -4.764144 -2.061036 -0.041 -0.081 0.057 -0.55
O -2.491369 -5.742738 -2.748884 -0.022 0.027 0.026 0.13
O -3.253470 -4.673966 -0.916684 -0.013 -0.017 -0.050 -0.06
C -3.930290 -5.900674 -0.537178 -0.035 -0.015 0.013 0.01
H 0.239964 -5.521758 1.117699 -0.004 0.010 0.010 0.12
H -1.337314 -4.952909 1.718186 0.003 0.008 0.023 0.11
H 0.106324 -3.899619 1.867956 -0.012 -0.002 0.010 0.08
H -4.174022 -4.138911 -4.742811 0.011 0.012 -0.003 0.04
H -3.623442 -3.163507 -6.106406 -0.001 0.012 0.023 0.04
H -4.155991 -2.353847 -4.611488 0.003 -0.024 -0.008 0.03
H -3.228742 -0.857452 -3.264237 0.029 0.028 0.008 0.02
H -2.861671 0.830846 -2.874726 -0.007 -0.003 0.018 0.05
H -3.496116 -0.261369 -1.612006 -0.051 -0.018 0.047 -0.01
H 3.652393 0.667763 -3.355719 0.028 -0.017 0.018 0.06
H 2.890696 0.987644 -4.940260 0.009 -0.014 0.010 0.10
H 3.481311 -0.647933 -4.547454 0.003 0.007 0.001 0.12
H -0.539744 -0.009021 -8.425377 -0.007 -0.013 -0.008 0.11
H -2.306232 0.278666 -8.426395 0.017 -0.004 -0.009 0.10
H -1.657471 -1.377701 -8.651722 -0.005 0.013 0.001 0.10
H -4.424427 -5.682624 0.404031 0.001 -0.006 -0.008 0.10
H -3.207400 -6.705622 -0.427330 -0.007 0.001 0.003 0.11
H -4.658416 -6.168992 -1.298895 0.015 -0.010 0.009 0.11
```
Forces are in eV/Å.

HOMO level (alpha / beta): -0.5733 / -0.5775 hartree
Kohn-Sham gap (alpha / beta): 6.51 / 6.12 eV
ΔE to the lowest compared entry with this formula, charge and spin: 18.4 kcal/mol
E_LUMO (alpha / beta): -9.1 / -9.6 eV
Energy: -220565.7977 eV
Net charge: +3
Spin multiplicity: 4